Here is a 2-piece molecular cluster, C3H4P2 overall in a non-equilibrium geometry from OMol25. Energies are from the ωB97M-V functional and the def2-TZVPD basis.

As for the total charge: 0. The calculation puts the gap between HOMO and LUMO (spin up / spin down) at 6.87 / 7.04 eV. The value obtained for the highest occupied orbital energy (spin up / spin down) is -0.288 / -0.291 Ha. For the energy relative to the best compared isomer or geometry (same formula, charge and spin), the calculation gives 434.94 kJ/mol. The calculation puts the energy at -21746.7174 eV.

Last column: natural (NBO) charge in e.
Element x y z (Å)
C -2.21263 -0.93786 0.53408  -0.945
C 2.48402 0.97111 0.47918  -0.623
C 1.63878 -0.10255 -0.00278  -0.504
P -0.86184 -0.41225 -0.26589  0.656
P 3.13233 -0.77214 -0.04980  0.534
H -2.29756 -1.10198 1.66834  0.234
H -3.21988 -0.94068 0.04405  0.256
H 2.87226 1.65476 -0.18393  0.191
H 2.50782 1.38714 1.46043  0.200